The following is a quantum chemistry calculation of the molecule C5H11NO, from the OMol25 dataset.

Bonds (Å) are listed after each position.
Cartesian coordinates (Å):
1 C 1.4218 1.2745 -1.0661  C2 1.530, H8 1.094, H9 1.094, H10 1.096
2 C 1.2653 -0.2164 -1.3720  C1 1.530, C3 1.539, H11 1.094, H12 1.098
3 C 0.8929 -1.0560 -0.1378  C2 1.539, N4 1.456, H13 1.095, H14 1.096
4 N -0.0434 -0.4270 0.7829  C3 1.456, C5 1.361, H15 1.007
5 C -1.3728 -0.3783 0.4964  N4 1.361, O6 1.222, C7 1.518
6 O -1.8110 -0.7610 -0.5778  C5 1.222
7 C -2.2925 0.1468 1.5841  C5 1.518, H16 1.093, H17 1.095, H18 1.094
8 H 2.0944 1.7676 -1.7745  C1 1.094
9 H 0.4549 1.7839 -1.1175  C1 1.094
10 H 1.8211 1.4376 -0.0585  C1 1.096
11 H 0.4993 -0.3575 -2.1409  C2 1.094
12 H 2.1994 -0.6237 -1.7818  C2 1.098
13 H 0.4475 -2.0003 -0.4677  C3 1.095
14 H 1.7920 -1.2939 0.4414  C3 1.096
15 H 0.2899 -0.0999 1.6752  N4 1.007
16 H -2.8477 1.0047 1.1956  C7 1.093
17 H -1.7883 0.4352 2.5118  C7 1.095
18 H -3.0229 -0.6362 1.8074  C7 1.094

Values from the calculation:
- Net charge: 0
- ΔE to the lowest compared entry with this formula, charge and spin: 0.132 eV
- Energy: -327.12648 Ha
- F_max: 0.29 eV Å⁻¹
- Orbital gap: 10.497 eV
- SMILES: CCCNC(C)=O
- Multiplicity: 1